No. 1
Formula: C22H25N5O3
Source: the OMol25 dataset
Level of theory: ωB97M-V/def2-TZVPD

The geometry in XYZ format:
```
55
C22H25N5O3 ωB97M-V/def2-TZVPD
H 0.547 -3.943 6.635
C -2.410 0.715 -8.266
H 2.082 0.739 6.633
C -3.243 -0.329 -8.644
N 0.253 -0.336 3.358
H 2.976 -0.845 8.286
H -1.127 1.511 -6.772
C -1.774 0.693 -7.043
H 1.020 0.823 -0.754
C 0.883 -2.916 6.636
H -3.746 -0.314 -9.598
H -0.458 2.103 1.071
H -4.058 -2.222 -8.048
C 1.584 -0.582 2.840
C -3.417 -1.394 -7.785
N 0.342 1.754 -2.458
C 0.234 0.257 4.686
H -1.507 0.616 2.785
C -1.922 -0.374 -6.145
N -3.009 -2.602 -5.760
H -0.675 -0.310 1.523
H -0.051 -0.287 -2.469
C 1.818 -2.495 7.567
H 2.188 -1.045 3.622
C 1.741 -0.288 6.632
H 2.214 -3.191 8.292
H 3.241 0.409 1.878
H 2.479 1.374 3.160
C -0.123 0.684 -2.975
H -2.257 1.550 -8.932
C -2.756 -1.431 -6.560
H -0.796 1.721 -4.698
H 0.774 1.216 4.747
H 3.135 2.211 0.470
H -0.815 0.454 4.935
C 1.433 2.820 -0.642
C -0.754 0.737 -4.256
C 2.282 0.683 2.323
C -0.529 0.372 2.367
C 2.090 2.458 0.687
C 2.246 -1.179 7.564
O 1.383 3.938 -1.086
O -4.104 -3.115 -5.871
H -1.212 -1.295 -4.325
C 0.800 -0.701 5.700
H 0.249 2.379 2.676
O -2.127 -3.030 -5.044
N 0.944 1.706 -1.272
N 1.455 1.306 1.300
H -0.349 -2.343 4.976
C 0.375 -2.024 5.710
H 2.085 3.353 1.331
C -1.270 -0.354 -4.852
H 1.485 -1.290 2.012
C 0.152 1.647 1.855
```

Properties
Structure (SMILES) = O=C(CN1CCN(Cc2ccccc2)CC1)N/N=C/C=C/c1ccccc1[N+](=O)[O-]
Energy above the lowest of the compared OMol25 structures with the same formula, charge and spin = 142.9 kcal/mol
2S+1 = 1
Net charge = 0
LUMO level = -0.76 eV



No. 2
Formula: C22H26BCl2F4NO6Rh
Source: the OMol25 dataset
Level of theory: ωB97M-V/def2-TZVPD

The geometry in XYZ format:
```
63
C22H26BCl2F4NO6Rh ωB97M-V/def2-TZVPD
H -3.446 0.264 -0.443
C -0.149 -2.700 -1.338
C -0.500 2.187 4.219
C 0.688 -1.871 -2.289
H -0.844 -3.344 -1.882
H 0.482 -3.320 -0.703
O -1.460 0.753 -0.079
H -2.642 -0.523 0.930
H 3.118 0.188 -1.584
C 3.443 3.878 4.705
C 2.233 -0.034 -2.182
C 3.438 -1.160 4.857
C 3.615 -0.188 2.676
H -2.288 2.425 -0.967
C 4.680 -1.013 2.375
C 0.853 2.761 4.466
Cl 2.636 -1.249 6.381
F 0.267 -1.813 2.274
C 1.026 4.125 4.622
F 0.706 -3.914 1.422
C 4.509 -1.990 4.576
O 1.530 -1.051 -1.480
H 0.064 -1.245 -2.937
C 5.130 -1.903 3.342
N 1.913 0.628 4.220
B 1.275 -2.799 1.970
H 0.149 4.756 4.644
H -0.023 3.234 -1.742
H -1.551 1.257 -2.089
H 1.925 2.018 -2.775
C -2.110 -1.365 -0.974
C 1.365 1.197 -2.314
H 4.836 -2.703 5.318
H 4.417 4.330 4.820
H 1.304 -2.518 -2.922
H -2.854 -2.167 -0.936
O -1.090 2.771 1.975
O -0.062 0.803 2.372
H 2.391 5.752 4.869
Cl 2.972 0.860 1.432
H 2.561 -0.397 -3.160
H 5.126 -0.979 1.393
F 2.028 -3.049 3.085
C 2.998 -0.233 3.921
C -1.452 1.732 -1.105
F 2.077 -2.127 0.965
Rh 0.580 -0.247 0.579
C 2.034 1.944 4.406
H -1.989 -1.053 -2.018
H -0.675 1.255 4.757
C -0.598 1.916 2.692
H 0.486 0.995 -2.933
H -1.260 2.908 4.508
C 3.328 2.531 4.536
H 4.197 1.890 4.522
H 5.960 -2.557 3.114
H 0.984 0.215 4.209
H -0.115 2.949 0.020
C -2.515 -0.196 -0.103
O 0.964 1.564 -0.997
O -0.869 -1.837 -0.454
C 2.288 4.684 4.741
C -0.142 2.479 -0.961
```

Properties
2S+1 = 5
Net charge = +1
LUMO level (alpha / beta) = -2.04 / -5.66 eV



No. 3
Formula: C22H26Cl2I2N5O2S2SiTi
Source: the OMol25 dataset
Level of theory: ωB97M-V/def2-TZVPD

The geometry in XYZ format:
```
63
C22H26Cl2I2N5O2S2SiTi ωB97M-V/def2-TZVPD
H 2.275 0.056 3.807
I -1.761 -2.852 0.715
H 2.801 2.656 -0.280
C -2.246 3.842 -1.086
C -2.509 0.674 2.621
H 2.568 -4.012 -5.300
C 2.858 2.643 0.809
H -5.676 2.044 -1.654
C -1.281 2.420 3.706
C -2.467 1.698 3.542
C -0.163 2.099 2.982
H 4.874 -5.181 -1.883
C 1.930 -3.454 -2.035
H -4.602 0.320 2.874
C 0.436 -0.123 -3.209
C 1.749 -3.433 -3.418
C 3.049 -4.103 -1.494
O 0.039 3.426 -0.606
O -2.750 -0.066 -0.550
C -2.616 1.174 -0.767
H 3.865 0.730 3.454
C 3.506 -0.342 0.730
N -1.410 0.359 1.908
N 1.068 -2.893 -1.108
Cl -1.101 -0.875 -2.755
Si 2.410 0.967 1.497
N -3.682 1.951 -1.086
H 1.059 -0.851 -3.717
S 0.672 -2.597 1.546
C 4.012 -4.687 -2.309
C -1.089 2.999 -0.762
H 3.501 -1.237 1.353
C 2.703 -4.016 -4.227
Ti -0.713 -0.256 0.049
C 1.469 -3.136 0.096
H -4.951 0.418 -1.729
H 4.528 0.041 0.722
H -3.919 -0.421 1.406
N 0.721 0.562 1.232
H 3.263 -0.645 -0.286
I -4.446 -3.051 -0.340
H -2.088 4.902 -1.202
C 3.831 -4.631 -3.677
C -3.731 -0.176 2.449
H -1.247 3.244 4.407
H 3.879 2.892 1.105
H 2.537 1.798 3.886
C 2.791 0.894 3.335
H -3.595 -1.125 2.973
H -5.381 1.113 -0.165
H 2.194 3.433 1.158
H -3.344 1.927 4.128
H -4.341 3.888 -1.470
C -5.005 1.345 -1.161
Cl 1.265 0.393 -1.732
H 4.565 -5.083 -4.330
N -1.382 1.647 -0.652
C -3.464 3.303 -1.230
H 0.849 -3.001 -3.834
S 2.951 -4.060 0.237
H 0.234 0.753 -3.816
C -0.240 1.025 2.073
H 0.747 2.670 3.070
```

Properties
2S+1 = 2
Net charge = 0
LUMO level (alpha / beta) = -0.46 / -0.43 eV